[1]
The following is a DFT calculation (ωB97M-V/def2-TZVPD) of a structure of composition C55H37BrCrF4N3O2PS2 at a distorted geometry.

Computed properties:
Energy above the lowest of the compared OMol25 structures with the same formula, charge and spin ... 20.3 kcal/mol
Spin multiplicity ... 4
Total charge ... -1
F_max ... 0.1304 hartree/bohr
Kohn-Sham gap (alpha / beta) ... 5.1067 / 5.1153 eV
E_HOMO (alpha / beta) ... -3.722 / -3.725 eV

Each line ends with the Mulliken spin population.
Positions of all 106 atoms, in Å:
Cr: -0.4491 -0.4852 0.5606  3.1607
O: 1.1724 -0.2893 0.7146  -0.1667
C: 2.4451 -0.6521 0.3768  -0.0638
C: 2.2956 -1.7215 -0.7480  0.0289
C: 1.2844 -2.8180 -0.5823  0.0129
C: 1.6578 -4.1104 -0.9277  -0.0030
C: 0.6834 -5.0767 -1.0962  0.0043
C: -0.6385 -4.7375 -0.8498  -0.0056
C: -0.9391 -3.4659 -0.3786  0.0048
C: -2.3339 -3.1994 0.1249  0.0165
C: -2.9344 -1.8081 -0.1989  0.0016
O: -1.9810 -0.8899 0.1714  -0.0760
C: -4.2107 -1.5080 0.6146  -0.0045
C: -4.5818 -2.2133 1.7516  -0.0016
C: -5.6980 -1.8364 2.4807  0.0004
C: -6.4606 -0.7515 2.0898  -0.0009
C: -6.1044 -0.0464 0.9531  0.0006
C: -4.9870 -0.4182 0.2298  0.0033
C: -3.3102 -1.6687 -1.6744  0.0158
C: -4.0065 -2.6649 -2.3471  -0.0010
C: -4.4233 -2.4701 -3.6522  -0.0002
C: -4.1507 -1.2822 -4.3080  0.0000
C: -3.4741 -0.2766 -3.6424  0.0001
C: -3.0627 -0.4712 -2.3357  -0.0219
N: 0.0133 -2.5300 -0.2777  -0.0612
C: 3.1618 -1.3234 1.5537  -0.0299
C: 4.4062 -1.9202 1.3660  -0.0003
C: 5.0371 -2.5754 2.4079  0.0004
C: 4.4305 -2.6559 3.6524  -0.0001
C: 3.2067 -2.0458 3.8580  0.0029
C: 2.5883 -1.3706 2.8172  0.0074
C: 3.3297 0.5615 -0.1698  0.0124
C: 4.3801 1.1032 0.8303  0.0011
C: 5.8069 0.7711 0.5730  0.0002
C: 6.2280 0.3530 -0.6222  -0.0002
C: 5.2822 0.1953 -1.7031  0.0006
C: 3.9649 0.2663 -1.5013  0.0012
H: 3.2639 -2.1743 -0.9479  0.0036
H: 1.9775 -1.1861 -1.6409  -0.0146
H: 2.6962 -4.3361 -1.1131  0.0003
H: 0.9451 -6.0695 -1.4293  0.0002
H: -1.4237 -5.4619 -0.9993  -0.0001
H: -2.2549 -3.2611 1.2156  -0.0081
H: -3.0028 -3.9864 -0.2196  0.0035
H: -4.0121 -3.0603 2.0975  0.0000
H: -5.9604 -2.3936 3.3694  0.0000
H: -7.3277 -0.4581 2.6632  -0.0001
H: -6.6921 0.8002 0.6253  0.0000
H: -4.7217 0.1465 -0.6518  -0.0033
H: -4.2518 -3.5946 -1.8554  0.0002
H: -4.9622 -3.2566 -4.1620  0.0000
H: -4.4665 -1.1371 -5.3304  0.0000
H: -3.2590 0.6589 -4.1396  -0.0002
H: -2.5363 0.3219 -1.8207  0.0136
H: 4.8974 -1.8548 0.4064  -0.0003
H: 6.0077 -3.0279 2.2456  -0.0001
H: 4.9146 -3.1860 4.4609  0.0001
H: 2.7297 -2.0960 4.8277  -0.0001
H: 1.6474 -0.8718 2.9963  0.0120
H: 4.1168 0.8636 1.8625  -0.0009
H: 6.4986 0.9209 1.3877  0.0000
H: 7.2693 0.1401 -0.8177  0.0001
H: 5.6696 0.0135 -2.6962  0.0000
H: 3.2904 0.2112 -2.3452  -0.0008
F: 0.2091 3.0085 -6.6293  0.0000
C: 0.3217 2.7014 -5.3163  0.0009
C: 0.6843 3.6815 -4.3700  0.0040
F: 0.9820 4.9271 -4.8013  0.0002
C: 0.7753 3.3613 -3.0437  -0.0070
F: 1.2350 4.3033 -2.1883  0.0003
C: 0.4918 2.0683 -2.5182  -0.0039
P: -0.0342 1.8296 -0.7850  0.1208
C: -1.3107 3.0585 -0.3175  -0.0314
C: -1.1167 4.4389 -0.2589  -0.0019
C: -2.1454 5.2623 0.1591  0.0017
C: -3.3737 4.7326 0.5207  -0.0011
C: -3.5806 3.3645 0.4475  -0.0032
C: -2.5614 2.5398 0.0185  -0.0069
C: 1.3977 2.3977 0.1862  -0.0098
C: 1.2494 3.0220 1.3728  -0.0002
C: 2.3661 3.4959 2.1475  -0.0077
C: 3.6228 3.3584 1.7135  0.0029
C: 3.9462 2.5617 0.4992  -0.0015
C: 2.7519 2.0146 -0.3230  -0.0025
C: 0.1531 1.1051 -3.5220  -0.0093
Br: -0.0687 -0.7299 -3.0598  0.0196
C: 0.1122 1.3989 -4.8613  0.0005
F: -0.1283 0.4259 -5.7648  -0.0005
H: -0.1589 4.8666 -0.5059  -0.0005
H: -1.9775 6.3284 0.2254  0.0001
H: -4.1624 5.3829 0.8708  0.0000
H: -4.5239 2.9338 0.7519  -0.0001
H: -2.7146 1.4682 0.0007  0.0316
H: 0.2604 3.2564 1.7387  0.0077
H: 2.1446 4.0247 3.0638  -0.0004
H: 4.4636 3.7645 2.2604  0.0001
H: 4.6900 3.0738 -0.1204  -0.0002
H: 2.7988 2.3081 -1.3813  -0.0023
S: -1.2334 1.0615 2.3589  -0.0111
C: -0.8280 0.2921 3.8606  0.0248
C: -0.7291 1.1774 4.9420  -0.0027
N: -0.6457 1.9408 5.8003  0.0005
C: -0.6581 -1.0610 4.0684  -0.0109
S: -0.7130 -2.2869 2.8671  0.0639
C: -0.4237 -1.5281 5.3710  -0.0125
N: -0.2500 -1.9635 6.4220  0.0039

Atoms 1-3, force components in eV/Å:
Cr -0.4138 -1.2710 2.4282
O 6.1628 1.7441 0.6841
C 0.3692 -0.9848 -0.4723

***

[2]
The following is a DFT calculation (ωB97M-V/def2-TZVPD) of a structure of composition C55H41Cl3CsIN4O3P2STe at a distorted geometry.

Computed properties:
Energy above the lowest of the compared OMol25 structures with the same formula, charge and spin ... 35.5 kcal/mol
Spin multiplicity ... 1
Total charge ... -2
F_max ... 0.0531 hartree/bohr
Kohn-Sham gap ... 6.0618 eV
E_HOMO ... -2.585 eV

Each line ends with the Löwdin charge.
Positions of all 112 atoms, in Å:
Cs: 2.1318 1.4055 -0.3288  0.7559
Cl: 1.7338 0.1293 7.7548  0.4595
C: 2.4367 -0.6910 6.3229  -0.9581
Cl: 1.4798 -2.1464 5.8832  0.4739
H: 3.4406 -0.9015 6.5431  0.0058
H: 2.2206 -0.0271 5.4973  0.0174
Cl: 10.0444 -0.2795 0.8257  0.6046
C: 8.5592 0.4987 1.3485  -0.6370
C: 8.4153 1.8388 1.1016  -0.2100
C: 7.1841 2.4728 1.2952  -0.7217
I: 6.8626 4.3871 0.6676  0.8781
C: 6.0295 1.7214 1.6762  -0.4772
O: 4.8756 2.2178 1.7428  -0.1641
C: 6.2666 0.2948 2.0928  -0.1490
N: 5.2570 -0.3789 2.6364  0.1159
C: 5.4630 -1.5859 3.0856  -0.2119
C: 6.6698 -2.2485 2.9967  -0.0840
C: 7.6774 -1.6403 2.3031  -0.0387
C: 7.5298 -0.2990 1.8786  -0.1952
H: 9.2686 2.4766 0.8021  0.0934
H: 4.6399 -2.0723 3.6138  0.1014
H: 6.8377 -3.2178 3.4864  0.1038
H: 8.6276 -2.0716 2.1214  0.0633
O: 2.5680 2.3035 -3.2965  -0.4313
S: 2.7801 1.1126 -4.0689  0.4990
O: 3.7404 1.2218 -5.1617  -0.3346
N: 3.0517 -0.0084 -3.0496  -0.1981
C: 3.3850 -1.3260 -3.3877  -0.2310
C: 3.3262 -1.9029 -4.6537  -0.0315
C: 3.6254 -3.2672 -4.8687  -0.0912
C: 3.9736 -4.0835 -3.8216  -0.0864
C: 4.0526 -3.5626 -2.5305  -0.1899
C: 4.3300 -4.3567 -1.3844  -0.0269
C: 4.4242 -3.7620 -0.1387  -0.0386
C: 4.2351 -2.3364 -0.0790  -0.1382
N: 3.8992 -1.5891 -1.0799  0.0986
C: 3.7726 -2.2058 -2.2783  -0.1811
C: 1.1993 0.6397 -4.8428  -0.2698
C: 0.0838 0.3099 -4.1222  -0.0777
C: -1.0022 -0.2745 -4.7032  -0.0946
C: -1.0230 -0.4395 -6.0776  -0.0928
C: 0.1422 -0.2414 -6.8537  -0.0556
C: 1.2248 0.3667 -6.1770  -0.1025
H: 2.9377 -1.3436 -5.5396  0.0990
H: 3.5379 -3.6330 -5.9011  0.1006
H: 4.2608 -5.1305 -3.9191  0.0996
H: 4.4662 -5.4167 -1.4556  0.0972
H: 4.6534 -4.3555 0.7381  0.0915
H: 4.3939 -1.8269 0.8964  0.0880
H: 0.1310 0.4486 -3.0131  0.1170
H: -1.8092 -0.5249 -4.0131  0.0701
H: -1.9255 -0.8352 -6.5508  0.0952
H: 0.0176 -0.3185 -7.9235  0.0885
H: 2.1101 0.6354 -6.7101  0.0940
Te: -3.4103 0.7910 -1.4502  1.2404
C: -5.3302 1.6587 -1.1101  -0.5190
C: -5.8994 1.6752 0.1577  -0.1340
C: -7.0474 2.4068 0.3816  -0.1711
N: -7.6834 3.0643 -0.5830  0.0197
C: -7.1227 3.0820 -1.7796  -0.1921
C: -5.9925 2.3444 -2.1125  -0.1502
C: -2.9289 0.6351 0.5010  -1.1107
P: -1.6001 1.7220 1.1096  0.8773
C: -2.1926 3.3527 0.5206  -0.4146
C: -3.3422 4.0311 0.8537  -0.0919
C: -3.6412 5.2963 0.3922  -0.0729
C: -2.7795 5.8676 -0.5386  -0.1166
C: -1.5941 5.2780 -0.8962  -0.0866
C: -1.3734 3.9986 -0.3916  -0.1330
C: -2.0502 1.9406 2.9329  -0.3493
C: -1.1320 2.3266 3.9250  -0.1069
C: -1.5058 2.4476 5.2377  -0.1092
C: -2.8084 2.1996 5.6806  -0.1190
C: -3.7341 1.8490 4.7680  -0.0981
C: -3.3275 1.7219 3.4273  -0.1271
P: -2.8898 -0.9518 1.3079  0.9041
C: -1.8239 -2.0480 0.3278  -0.3896
C: -2.2706 -3.3548 0.0132  -0.1182
C: -1.4263 -4.3012 -0.4996  -0.1163
C: -0.1241 -3.9903 -0.8904  -0.0862
C: 0.2671 -2.6676 -0.6936  -0.0770
C: -0.5677 -1.7037 -0.1315  -0.1162
C: -4.6247 -1.5506 1.0445  -0.3828
C: -5.3398 -1.3534 2.2440  -0.1196
C: -6.6901 -1.6932 2.2914  -0.1168
C: -7.2707 -2.3006 1.2199  -0.1288
C: -6.5257 -2.5628 0.0807  -0.0970
C: -5.1869 -2.2332 -0.0072  -0.1363
H: -5.2327 1.2917 0.9682  0.0637
H: -7.4932 2.4970 1.3910  0.1040
H: -7.7317 3.6285 -2.5441  0.1040
H: -5.5952 2.4383 -3.1118  0.0832
H: -3.9612 3.6536 1.6215  0.0866
H: -4.5085 5.8487 0.6366  0.0879
H: -3.0082 6.8848 -0.8896  0.0993
H: -0.8591 5.8380 -1.4934  0.1108
H: -0.4129 3.5767 -0.6570  0.0650
H: -0.0877 2.5422 3.6757  0.1027
H: -0.7603 2.7758 5.9814  0.1016
H: -3.0941 2.1651 6.7304  0.0985
H: -4.7449 1.7357 5.0317  0.0849
H: -4.0996 1.4112 2.7450  0.0565
H: -3.3293 -3.6199 0.1422  0.0825
H: -1.8177 -5.3405 -0.5586  0.1052
H: 0.5802 -4.7183 -1.2769  0.0951
H: 1.2515 -2.3077 -1.0449  0.0952
H: -0.2550 -0.6667 -0.0784  0.0354
H: -4.8349 -0.8879 3.1089  0.0871
H: -7.2766 -1.6614 3.2085  0.0968
H: -8.2997 -2.6814 1.3681  0.1036
H: -7.0156 -3.1448 -0.7179  0.1037
H: -4.6590 -2.4167 -0.9495  0.0998

Atoms 1-3, force components in eV/Å:
Cs 0.5852 -0.1168 -0.0603
Cl 0.1842 -0.2067 -0.0467
C -2.5702 0.3773 -0.2603

***

> What is the formula in the first record?

C55H37BrCrF4N3O2PS2

***

> The highest energy above the lowest of the compared OMol25 structures with the same formula, charge and spin belongs to which entry?

C55H41Cl3CsIN4O3P2STe

***

> F_max of number 1 (C55H37BrCrF4N3O2PS2)?

0.1304 hartree/bohr

***

> Which of these has the lowest total charge?

C55H41Cl3CsIN4O3P2STe